No. 1
Below is a 2-piece molecular cluster, C4H10N3O overall in a non-equilibrium geometry, with properties calculated with ωB97M-V/def2-TZVPD.

Its LUMO energy is -3.96 eV. The max |F| comes out at 4.42 eV/A. The total energy comes out at -397.6144 Ha. Its energy above the lowest of the compared OMol25 structures with the same formula, charge and spin is 1.765 eV. Its total charge is +1. For the HOMO energy, the calculation gives -14.520 eV.

The geometry in XYZ format:
```
18
C4H10N3O, DFT ωB97M-V/def2-TZVPD
C -0.114 1.775 -0.404
C 0.397 0.527 -0.973
C -0.667 -0.444 -0.674
C -2.596 -0.480 0.792
N -1.139 1.486 0.336
N -1.516 0.134 0.129
N 2.960 -0.079 0.621
O -0.654 -1.780 -0.849
H 0.388 2.752 -0.477
H 0.593 0.738 -2.027
H 1.396 0.328 -0.514
H -2.713 -1.489 0.371
H -2.591 -0.318 1.808
H -3.595 -0.107 0.424
H 3.066 -1.099 0.796
H 2.814 0.104 1.570
H 3.854 0.263 0.305
H 0.116 -2.310 -1.235
```



No. 2
Below is a 3-piece molecular cluster, C2H11N3O2 overall in a non-equilibrium geometry, with properties calculated with ωB97M-V/def2-TZVPD.

Its LUMO energy is 0.54 eV. The max |F| comes out at 1.79 eV/A. As for the SMILES: [H]/N=C(\N)NC.O.O. The total energy comes out at -397.5332 Ha. Its energy above the lowest of the compared OMol25 structures with the same formula, charge and spin is 0.945 eV. Its total charge is 0. For the HOMO energy, the calculation gives -8.808 eV.

The geometry in XYZ format:
```
18
C2H11N3O2, DFT ωB97M-V/def2-TZVPD
C -0.192 -1.789 1.556
N -0.722 -1.036 0.444
C 0.150 -0.446 -0.401
N -0.482 -0.017 -1.584
N 1.347 -0.109 -0.063
H 0.338 -1.161 2.264
H 0.485 -2.574 1.241
H -1.016 -2.242 2.109
H -1.695 -1.018 0.200
H -0.898 -0.745 -2.149
H 0.102 0.594 -2.140
H 2.018 -0.462 -0.740
H -2.268 1.200 -1.411
H -3.273 2.324 -1.179
O -2.658 1.749 -0.709
H 2.581 1.190 0.815
H 2.940 2.664 1.108
O 3.244 1.881 0.640
```